H14O31PbS6Zn2 as an isolated structure in a non-equilibrium geometry, computed with ωB97M-V/def2-TZVPD.

Kohn-Sham gap (alpha / beta): 3.0 / 2.9 eV
<S²>: 1.775
Highest occupied orbital energy (alpha / beta): 4.9 / 5.0 eV
Electronic energy: -8481.15501 Eh
Multiplicity: 2
Largest force on an atom: 6.4 eV/Å
LUMO level (alpha / beta): 0.290 / 0.289 Eh
Charge: -5

Structure (XYZ):
```
54
Properties=species:S:1:pos:R:3:lowdin_charge:R:1
Zn 0.198 -0.110 -2.828 0.70
Zn 1.691 -0.651 1.633 0.68
Pb -3.521 0.370 2.759 1.11
S -2.098 -1.374 -4.512 0.16
O -2.643 -0.559 -5.566 -0.45
O -1.424 -0.555 -3.540 -0.38
O -3.253 -2.114 -3.870 -0.46
O -1.141 -2.281 -5.114 -0.41
S 2.466 0.852 4.281 0.16
O 2.472 0.674 2.831 -0.37
O 1.508 -0.016 4.921 -0.40
O 3.781 0.402 4.748 -0.44
O 2.172 2.227 4.675 -0.42
S -0.706 0.920 0.264 0.39
O -0.552 2.275 -0.231 -0.32
O -0.621 0.043 -0.967 -0.33
O 0.304 0.542 1.206 -0.31
O -2.006 0.782 0.883 -0.56
S 0.234 -2.929 3.445 0.22
O -1.012 -3.556 2.965 -0.29
O 0.508 -1.707 2.783 -0.33
O 0.096 -2.648 4.888 -0.16
O 1.364 -3.830 3.327 -0.20
S 3.152 0.130 -1.244 0.18
O 4.014 -0.887 -1.820 -0.36
O 3.847 1.394 -1.315 -0.38
O 1.956 0.276 -2.030 -0.36
O 2.839 -0.192 0.122 -0.33
S 1.471 -3.191 -2.938 0.29
O 0.834 -3.754 -4.116 -0.21
O 1.509 -4.232 -1.938 -0.32
O 2.847 -2.778 -3.343 -0.19
O 0.714 -1.993 -2.479 -0.36
O -2.300 4.295 0.384 -0.06
H -2.387 4.877 -0.371 0.04
H -1.582 3.707 0.151 -0.01
O -0.989 0.612 3.545 -0.22
H -0.603 0.448 2.685 -0.04
H -0.302 0.370 4.166 0.01
O -3.027 -1.198 -1.251 -0.06
H -3.392 -1.238 -0.367 -0.01
H -2.185 -0.755 -1.142 -0.03
O 1.725 3.655 0.862 -0.05
H 0.888 3.518 0.419 -0.02
H 1.582 3.328 1.751 0.02
O -3.708 2.117 -0.465 -0.10
H -2.989 1.606 -0.093 -0.08
H -3.464 3.028 -0.301 -0.03
O 0.873 -2.096 0.253 -0.04
H 0.194 -2.771 0.250 0.08
H 1.030 -1.910 -0.673 0.00
O -0.128 1.949 -2.746 -0.03
H -0.126 2.108 -1.802 -0.01
H -0.108 2.822 -3.137 0.07
```